Entry a
Below is C22H20N2OPtS2 as an isolated structure, with properties calculated with ωB97M-V/def2-TZVPD.

```
48
Properties=species:S:1:pos:R:3:lowdin_charge:R:1
Pt 0.133 -0.391 -1.848 0.987
C 2.494 2.181 -1.644 0.007
C 2.145 1.344 -0.458 -0.240
N 0.962 0.729 -0.361 -0.143
N 0.604 0.574 0.902 -0.043
C -0.336 -0.360 1.125 -1.007
S -1.039 -1.250 -0.130 0.787
S -0.662 -0.574 2.778 1.067
C -2.102 -1.698 2.865 -0.379
C -3.379 -1.054 2.406 -0.318
C -3.958 -0.043 3.172 -0.043
C -5.139 0.551 2.765 -0.053
C -5.757 0.137 1.590 -0.059
C -5.196 -0.878 0.832 -0.065
C -4.008 -1.472 1.237 -0.092
C 3.037 1.162 0.630 -0.038
C 3.873 2.183 1.092 0.013
C 4.719 1.952 2.148 0.048
C 4.877 0.659 2.765 -0.008
C 4.192 -0.396 2.302 0.062
C 3.267 -0.252 1.160 -0.305
O 2.832 -1.222 0.584 0.131
H 1.673 2.204 -2.355 0.061
H 3.406 1.832 -2.130 0.108
H 2.671 3.212 -1.329 0.105
H -2.123 -1.901 3.937 0.095
H -1.876 -2.635 2.356 0.090
H -3.487 0.272 4.096 0.120
H -5.589 1.326 3.370 0.116
H -6.687 0.594 1.280 0.114
H -5.694 -1.225 -0.063 0.111
H -3.600 -2.301 0.671 0.091
H 3.775 3.183 0.695 0.131
H 5.277 2.783 2.561 0.136
H 5.569 0.557 3.590 0.131
H 4.307 -1.395 2.701 0.139
C -1.150 -1.309 -3.497 -0.159
C -1.153 0.038 -3.923 -0.079
C 0.076 0.656 -4.116 -0.095
C 1.290 -0.080 -3.992 -0.113
C 1.287 -1.453 -3.734 -0.080
C 0.057 -2.056 -3.414 -0.141
H -2.086 -1.798 -3.260 0.135
H -2.076 0.592 -4.012 0.137
H 0.123 1.709 -4.361 0.133
H 2.227 0.432 -4.162 0.127
H 2.206 -2.019 -3.697 0.137
H 0.016 -3.097 -3.125 0.138
```

Calculated values
* net charge: +2
* highest occupied orbital energy (spin up / spin down): -13.863 / -13.859 eV
* lowest unoccupied orbital energy (spin up / spin down): -9.23 / -8.95 eV
* spin multiplicity: 1

Entry b
Below is C22H20N2OPtS2 as an isolated structure, with properties calculated with ωB97M-V/def2-TZVPD.

```
48
Properties=species:S:1:pos:R:3:lowdin_charge:R:1
Pt -0.384 -0.219 0.049 1.027
C 1.029 -0.438 4.261 0.013
C 1.070 -0.537 2.764 -0.173
N 0.252 0.276 2.000 -0.077
N -0.320 1.224 2.627 -0.013
C -1.226 1.948 1.955 -0.993
S -1.712 1.620 0.382 0.865
S -1.852 3.292 2.819 1.054
C -3.619 3.370 2.290 -0.362
C -4.315 2.072 2.567 -0.324
C -4.488 1.636 3.880 -0.043
C -5.134 0.441 4.137 -0.050
C -5.591 -0.348 3.084 -0.059
C -5.428 0.080 1.778 -0.072
C -4.789 1.286 1.518 -0.083
C 1.961 -1.404 2.151 -0.060
C 2.613 -2.419 2.916 -0.007
C 3.576 -3.191 2.368 0.006
C 4.014 -2.984 1.007 0.012
C 3.447 -2.041 0.230 0.022
C 2.362 -1.236 0.730 -0.308
O 1.819 -0.397 -0.016 -0.069
H 0.454 0.423 4.577 0.082
H 2.037 -0.363 4.663 0.111
H 0.564 -1.334 4.682 0.114
H -3.685 3.671 1.247 0.085
H -3.996 4.181 2.913 0.101
H -4.138 2.248 4.704 0.122
H -5.292 0.126 5.160 0.117
H -6.080 -1.291 3.288 0.115
H -5.818 -0.517 0.964 0.111
H -4.705 1.644 0.497 0.103
H 2.320 -2.585 3.941 0.123
H 4.036 -3.970 2.961 0.131
H 4.813 -3.596 0.608 0.133
H 3.775 -1.852 -0.782 0.135
C -0.047 -2.969 -1.258 -0.036
C -1.256 -2.700 -0.595 -0.070
C -1.984 -1.550 -0.913 -0.185
C -1.455 -0.644 -1.875 -0.224
C -0.222 -0.935 -2.518 -0.064
C 0.456 -2.102 -2.226 -0.073
H 0.478 -3.891 -1.040 0.130
H -1.672 -3.423 0.092 0.127
H -2.996 -1.427 -0.551 0.123
H -2.056 0.180 -2.234 0.117
H 0.154 -0.269 -3.284 0.137
H 1.365 -2.346 -2.758 0.130
```

Calculated values
* net charge: +2
* highest occupied orbital energy (spin up / spin down): -14.392 / -14.393 eV
* lowest unoccupied orbital energy (spin up / spin down): -9.68 / -9.68 eV
* spin multiplicity: 1

Tell me which of them is the most stable. Sure, it is entry a.

Entry a
Below is a 13-piece molecular cluster, H26O13 overall, with properties calculated with ωB97M-V/def2-TZVPD.

```
39
Properties=species:S:1:pos:R:3:lowdin_charge:R:1
O -1.372 3.766 -0.103 -0.068
H -0.683 3.103 -0.046 -0.021
H -0.943 4.564 -0.534 0.074
O -2.484 -0.195 0.134 -0.029
H -2.263 -1.151 0.041 0.056
H -2.063 0.287 -0.537 0.000
O 0.234 -0.128 0.712 -0.123
H 0.595 0.626 0.039 0.115
H -0.758 -0.164 0.651 0.019
O -2.076 -0.728 2.452 0.015
H -1.979 -0.168 3.107 -0.015
H -2.402 -0.323 1.649 -0.018
O -0.887 0.838 -2.042 -0.097
H -1.527 0.814 -2.848 0.132
H -0.799 -0.134 -2.173 0.023
O 1.676 -2.119 -0.184 -0.017
H 0.875 -1.884 0.384 0.050
H 2.019 -2.917 -0.197 -0.018
O 0.400 -1.706 -2.487 -0.056
H 1.061 -1.687 -1.764 0.024
H 0.706 -2.140 -3.271 0.059
O 2.395 2.057 2.668 -0.141
H 1.853 1.394 3.186 0.037
H 2.030 2.199 1.720 0.011
O -0.809 -2.953 1.643 -0.138
H -1.222 -3.157 0.758 -0.033
H -1.129 -2.085 2.045 0.010
O -1.505 -2.674 -0.592 -0.042
H -2.026 -3.268 -1.142 0.105
H -0.759 -2.491 -1.207 0.054
O 1.516 2.468 -3.149 -0.129
H 0.786 1.997 -2.536 0.070
H 1.439 2.632 -4.076 0.005
O 1.935 -0.764 2.761 -0.038
H 1.527 -1.322 3.334 -0.018
H 1.548 -0.740 1.848 0.014
O 1.360 2.416 0.005 -0.117
H 1.357 3.402 -0.022 0.084
H 2.382 2.336 -0.221 0.157
```

Calculated values
* net charge: 0
* highest occupied orbital energy: -9.890 eV
* lowest unoccupied orbital energy: -0.35 eV
* spin multiplicity: 1

Entry b
Below is a 13-piece molecular cluster, H26O13 overall, with properties calculated with ωB97M-V/def2-TZVPD.

```
39
Properties=species:S:1:pos:R:3:lowdin_charge:R:1
O -2.695 7.737 -1.522 -0.051
H -2.701 6.818 -1.257 0.028
H -2.262 8.192 -0.799 0.023
O -8.365 9.127 -1.034 -0.051
H -7.993 9.975 -0.789 0.023
H -8.731 9.269 -1.907 0.028
O -3.951 12.464 1.206 -0.054
H -3.795 12.967 0.407 0.030
H -4.879 12.599 1.397 0.027
O -9.055 13.808 2.396 -0.054
H -9.188 14.273 1.570 0.026
H -8.831 14.494 3.025 0.030
O -1.099 12.384 -3.718 -0.051
H -0.451 12.274 -3.023 0.024
H -1.378 13.297 -3.645 0.024
O -7.591 9.671 3.961 -0.054
H -7.938 10.226 3.262 0.023
H -8.067 8.845 3.870 0.030
O -2.457 15.588 4.437 -0.052
H -2.374 16.541 4.455 0.025
H -2.201 15.341 3.548 0.026
O -0.894 9.498 2.603 -0.056
H -1.651 10.021 2.341 0.023
H -1.022 9.341 3.538 0.031
O -7.047 13.325 -2.970 -0.053
H -6.967 13.910 -3.723 0.030
H -7.987 13.288 -2.793 0.024
O -1.896 17.066 -3.299 -0.053
H -2.807 17.019 -3.010 0.025
H -1.417 17.383 -2.533 0.027
O -4.230 11.815 7.020 -0.053
H -4.862 11.417 6.420 0.027
H -3.747 12.440 6.479 0.025
O 0.811 13.313 0.199 -0.054
H 1.402 13.699 0.845 0.029
H 0.521 12.493 0.599 0.026
O -4.400 17.532 0.594 -0.053
H -5.093 18.190 0.533 0.029
H -3.773 17.901 1.215 0.025
```

Calculated values
* net charge: 0
* highest occupied orbital energy: -11.128 eV
* lowest unoccupied orbital energy: -0.26 eV
* spin multiplicity: 1

Tell me which of them is the most stable. Sure, it is entry b.

Entry a
Below is a 13-piece molecular cluster, H26O13 overall, with properties calculated with ωB97M-V/def2-TZVPD.

```
39
Properties=species:S:1:pos:R:3:lowdin_charge:R:1
O -4.404 -2.661 0.735 -0.047
H -4.791 -3.410 0.283 0.031
H -3.648 -2.422 0.200 0.025
O 2.480 3.439 -2.152 -0.050
H 2.033 3.679 -1.340 0.023
H 2.891 2.596 -1.959 0.018
O 3.217 -0.761 -4.491 -0.050
H 3.409 -1.069 -5.377 0.029
H 3.277 -1.545 -3.945 0.021
O 4.601 0.945 0.257 -0.049
H 4.415 0.006 0.272 0.021
H 5.513 1.004 -0.028 0.035
O -1.520 -4.093 3.017 -0.057
H -2.025 -4.223 3.820 0.030
H -2.055 -3.499 2.491 0.016
O -1.657 1.153 4.949 -0.051
H -0.812 1.416 4.585 0.014
H -1.541 1.215 5.897 0.027
O -1.885 1.542 -3.588 -0.051
H -1.565 1.046 -2.834 0.020
H -2.320 0.889 -4.137 0.028
O -0.450 0.096 0.277 -0.047
H -0.029 0.522 1.024 0.024
H 0.267 -0.334 -0.190 0.027
O 3.239 -3.012 0.803 -0.054
H 2.899 -3.496 1.555 0.034
H 3.362 -3.677 0.125 0.027
O -1.449 -3.172 -2.698 -0.052
H -0.544 -3.461 -2.814 0.026
H -1.967 -3.790 -3.214 0.029
O -4.294 2.189 0.299 -0.048
H -4.555 2.125 -0.620 0.029
H -3.527 1.620 0.370 0.021
O 1.944 2.092 3.305 -0.048
H 2.491 1.754 2.595 0.020
H 2.518 2.093 4.071 0.033
O -0.977 4.707 -0.368 -0.049
H -0.838 4.270 -1.208 0.024
H -1.701 4.227 0.034 0.021
```

Calculated values
* net charge: 0
* highest occupied orbital energy: -11.034 eV
* lowest unoccupied orbital energy: -0.37 eV
* spin multiplicity: 1

Entry b
Below is a 13-piece molecular cluster, H26O13 overall, with properties calculated with ωB97M-V/def2-TZVPD.

```
39
Properties=species:S:1:pos:R:3:lowdin_charge:R:1
O 4.497 0.527 -0.439 -0.049
H 4.047 1.354 -0.610 0.013
H 4.096 -0.094 -1.048 -0.002
O -1.737 -3.828 1.563 -0.053
H -2.336 -3.491 0.897 0.013
H -2.244 -3.806 2.375 0.031
O -4.947 -1.723 1.790 -0.046
H -5.683 -2.041 1.267 0.032
H -4.449 -1.168 1.190 0.008
O 0.913 -3.529 -1.434 -0.050
H 0.470 -2.953 -0.811 0.018
H 0.386 -4.328 -1.440 0.033
O -0.464 3.165 -2.467 -0.051
H -0.313 4.049 -2.802 0.036
H -1.406 3.027 -2.569 0.026
O 3.460 2.396 -3.655 -0.046
H 3.539 1.447 -3.757 0.020
H 2.517 2.553 -3.602 0.017
O 3.692 -1.534 -3.179 -0.043
H 4.385 -2.174 -3.015 0.042
H 2.882 -1.998 -2.969 0.021
O -3.218 -1.777 -1.745 -0.049
H -4.031 -1.333 -1.986 0.028
H -2.637 -1.637 -2.493 0.032
O 1.838 1.301 3.664 -0.046
H 1.352 0.909 2.938 0.015
H 1.711 2.243 3.556 0.023
O -3.171 1.478 0.980 -0.043
H -3.868 1.615 1.622 0.039
H -3.363 2.103 0.281 0.030
O -1.138 -1.155 5.469 -0.053
H -0.936 -0.607 4.711 0.020
H -0.460 -0.937 6.110 0.030
O 0.221 -0.095 0.302 -0.039
H 0.430 0.313 -0.538 0.026
H -0.658 0.220 0.511 0.015
O 2.548 3.854 0.255 -0.044
H 2.265 4.383 1.000 0.029
H 1.809 3.272 0.080 0.018
```

Calculated values
* net charge: 0
* highest occupied orbital energy: -10.662 eV
* lowest unoccupied orbital energy: -0.59 eV
* spin multiplicity: 1

Entry c
Below is a 13-piece molecular cluster, H26O13 overall, with properties calculated with ωB97M-V/def2-TZVPD.

```
39
Properties=species:S:1:pos:R:3:lowdin_charge:R:1
O -21.033 11.625 0.801 -0.041
H -21.189 10.745 0.459 -0.043
H -21.626 12.186 0.302 0.040
O -17.866 9.126 2.685 -0.067
H -17.548 8.304 3.059 0.021
H -18.272 8.871 1.857 -0.057
O -21.663 9.369 6.201 -0.081
H -22.417 9.214 5.632 -0.072
H -20.977 8.801 5.851 0.013
O -19.021 8.795 0.432 -0.014
H -19.892 9.188 0.372 0.012
H -19.085 7.990 -0.082 0.055
O -21.772 9.395 -0.246 -0.031
H -21.557 8.644 -0.799 0.074
H -22.474 9.081 0.324 0.031
O -21.696 6.151 4.878 -0.052
H -22.210 5.997 5.670 0.040
H -22.113 5.606 4.211 -0.040
O -23.323 8.139 1.894 -0.051
H -23.399 8.269 2.839 0.022
H -24.220 8.210 1.569 0.072
O -19.525 11.416 3.085 -0.069
H -20.248 10.952 2.664 -0.032
H -19.850 12.308 3.206 0.023
O -20.933 5.907 1.156 -0.023
H -20.517 5.054 1.027 0.057
H -21.515 6.007 0.403 0.042
O -21.255 9.005 3.276 -0.019
H -20.876 8.166 3.014 0.040
H -22.008 9.119 2.697 -0.019
O -23.752 9.219 4.807 -0.023
H -23.929 9.886 4.144 0.010
H -24.612 8.850 5.011 0.080
O -23.186 5.185 2.961 -0.048
H -22.562 5.779 2.545 -0.007
H -23.149 4.388 2.431 0.058
O -24.179 10.924 2.662 -0.020
H -25.133 10.882 2.594 0.061
H -23.916 11.535 1.974 0.059
```

Calculated values
* net charge: 0
* highest occupied orbital energy: -9.036 eV
* lowest unoccupied orbital energy: -0.78 eV
* spin multiplicity: 1

Tell me which of them is the most stable. Sure, it is entry b.

Entry a
Below is a 13-piece molecular cluster, H26O13 overall, with properties calculated with ωB97M-V/def2-TZVPD.

```
39
Properties=species:S:1:pos:R:3:lowdin_charge:R:1
O -0.454 -0.369 -0.294 -0.071
H -0.769 0.496 0.043 0.027
H 0.465 -0.378 0.006 0.012
O 2.906 -2.322 -1.664 -0.044
H 2.422 -2.837 -2.292 0.023
H 2.370 -2.415 -0.875 -0.019
O 1.074 2.649 1.371 -0.030
H 0.823 2.422 0.504 -0.051
H 2.013 2.529 1.306 0.032
O 1.848 -3.435 0.730 -0.013
H 1.913 -2.660 1.190 -0.051
H 1.525 -4.065 1.384 0.064
O -3.234 -1.135 0.044 -0.070
H -3.179 -0.683 -0.832 0.051
H -2.303 -1.054 0.287 -0.028
O -1.904 1.984 0.756 -0.050
H -1.412 2.337 1.500 0.048
H -2.683 1.794 1.309 0.088
O 0.235 -1.454 -2.783 -0.039
H -0.335 -1.330 -3.510 0.029
H -0.247 -1.057 -2.036 0.016
O 0.266 2.712 -1.196 -0.044
H 0.575 2.022 -1.759 -0.006
H -0.676 2.896 -1.395 0.028
O -2.629 3.415 -1.566 -0.075
H -3.373 3.140 -2.115 0.044
H -2.612 2.664 -0.903 0.026
O -0.745 0.227 2.870 -0.038
H -0.071 0.748 3.308 0.049
H -0.602 -0.405 3.585 0.067
O 1.960 0.675 -2.310 -0.055
H 2.487 0.212 -1.633 0.040
H 1.412 0.081 -2.812 -0.002
O -1.101 -2.462 2.079 -0.030
H -0.736 -1.589 2.123 -0.037
H -1.321 -2.689 1.189 0.022
O 1.854 -0.504 1.222 -0.032
H 1.504 -0.008 1.976 0.040
H 2.744 -0.137 1.203 0.079
```

Calculated values
* net charge: 0
* highest occupied orbital energy: -10.794 eV
* lowest unoccupied orbital energy: -0.44 eV
* spin multiplicity: 1

Entry b
Below is a 13-piece molecular cluster, H26O13 overall, with properties calculated with ωB97M-V/def2-TZVPD.

```
39
Properties=species:S:1:pos:R:3:lowdin_charge:R:1
H 0.413 -1.012 -0.956 0.061
H 0.006 0.258 -0.121 0.020
H -0.117 0.033 2.050 0.043
H -1.186 -0.610 1.093 0.058
H 3.134 0.241 -2.105 0.016
H 3.117 -0.404 -3.428 0.057
H 2.260 0.946 -0.179 0.075
H 3.130 2.169 -0.315 0.011
H -1.432 -4.241 -0.835 -0.020
H -1.596 -4.702 0.470 0.010
H 1.373 0.371 3.071 0.007
H 2.718 0.403 3.967 0.086
H 4.647 1.404 -1.217 0.020
H 4.649 0.068 -0.601 0.056
H -1.172 2.751 0.350 0.050
H -0.978 2.615 -1.079 -0.044
H -0.525 -2.621 -1.693 0.082
H -2.030 -2.770 -1.253 0.000
H -0.363 -0.651 3.554 0.044
H 0.215 -1.710 4.547 0.038
H -5.208 1.561 -1.566 0.073
H -3.703 1.493 -1.213 -0.029
H -3.545 2.119 1.458 0.015
H -3.619 3.569 1.276 0.000
H 1.040 -0.948 -2.486 -0.041
H -0.041 -0.552 -3.363 0.047
O -0.136 -0.667 -0.189 -0.100
O -0.874 0.234 1.439 -0.085
O 2.641 -0.412 -2.623 -0.068
O 2.319 1.931 0.155 -0.069
O -1.583 -5.067 -0.380 -0.005
O 1.865 -0.076 3.756 -0.096
O 5.036 0.538 -1.352 -0.031
O -1.451 3.110 -0.515 0.003
O -1.468 -2.265 -1.804 -0.052
O 0.055 -0.780 4.463 -0.085
O -4.525 1.652 -0.853 -0.034
O -3.916 2.913 1.876 -0.052
O 0.851 -0.890 -3.399 -0.060
```

Calculated values
* net charge: 0
* highest occupied orbital energy: -9.994 eV
* lowest unoccupied orbital energy: -0.73 eV
* spin multiplicity: 1

Tell me which of them is the most stable. Sure, it is entry a.